#w
The following is a quantum chemistry calculation of a gas-phase ion, C3H4NO2S (charge +1), from the Open Molecules 2025 dataset.

Gap between HOMO and LUMO in eV: 10.764
SMILES: C#[N+]S(=O)(=O)C=C

The geometry in ORCA input format:
```
! wB97M-V def2-TZVPD RIJCOSX def2/J DEFGRID3
* xyz 1 1
S -1.5706 -0.9000 -0.0260
O -2.4303 -1.3617 0.9529
O -1.7867 -0.8411 -1.4234
N -1.8561 1.1245 0.1950
C -2.3211 2.0456 -0.3516
C 1.2027 -1.0584 -0.1923
C 0.2568 -0.8265 0.6729
H 2.1607 -1.0275 0.1175
H -2.8109 2.7128 -0.9540
H 1.0754 -1.1936 -1.2255
H 0.4056 -0.8835 1.7665
*
```


#x
The following is a quantum chemistry calculation of a gas-phase ion, C3H4NO2S (charge +1), from the Open Molecules 2025 dataset.

Gap between HOMO and LUMO (spin up / spin down) in eV: 7.307 / 7.275

The geometry in ORCA input format:
```
! wB97M-V def2-TZVPD RIJCOSX def2/J DEFGRID3
* xyz 1 1
S -1.2088 -1.9336 0.3637
O -4.1120 -0.1849 -0.6269
O -1.7648 1.5408 0.9321
N -1.9519 0.7325 -0.0273
C -3.0237 0.0938 -0.3634
C 0.0553 -0.6593 0.0350
C -0.6573 0.4508 -0.7314
H -0.8317 0.0051 -1.6776
H -0.1812 1.3477 -0.8637
H 0.5124 -0.3151 0.9063
H 0.8308 -1.0396 -0.6626
*
```


Energy comparison, zero being the most stable, in kJ/mol: #w 0.0; #x 168.8.


#w
The following is a quantum chemistry calculation of a single C8H8N2O2S molecule, from the Open Molecules 2025 dataset.

Gap between HOMO and LUMO in eV: 10.392
SMILES: N#C[C@H](c1ccccc1)S(N)(=O)=O

The geometry in ORCA input format:
```
! wB97M-V def2-TZVPD RIJCOSX def2/J DEFGRID3
* xyz 0 1
S 0.4406 -2.3778 0.3116
O 1.3207 -3.4796 0.6389
O -0.5912 -2.4636 -0.7042
N 2.4832 -0.1183 2.2332
N -0.1712 -1.7570 1.7869
C -1.0582 2.1872 0.2225
C -1.0556 1.5183 -2.0734
C 0.3010 0.3977 -0.5041
C 1.5073 -0.8656 -0.0423
C -0.1513 0.5222 -1.7690
C 2.0985 -0.4833 1.2187
C -0.1708 1.1285 0.5460
C -1.4592 2.4137 -1.0682
H 0.1354 -0.0417 -2.6770
H -1.6017 2.5887 1.0583
H -2.1513 3.2349 -1.2393
H -1.3809 1.4653 -3.0739
H 0.2172 0.9812 1.5705
H -1.0867 -1.4147 1.8507
H 0.1286 -2.4191 2.5227
H 2.2456 -1.0168 -0.8084
*
```


#x
The following is a quantum chemistry calculation of a single C8H8N2O2S molecule, from the Open Molecules 2025 dataset.

Gap between HOMO and LUMO (spin up / spin down) in eV: 8.286 / 8.287

The geometry in ORCA input format:
```
! wB97M-V def2-TZVPD RIJCOSX def2/J DEFGRID3
* xyz 0 1
S -0.6199 -0.5254 2.0599
O -1.3485 0.4158 2.8589
O -1.1003 -1.8883 2.0395
N 1.7449 -0.6827 1.6011
N 0.9582 -0.4371 2.6069
C -0.4920 0.1553 0.2676
C 1.5493 -1.0364 -0.6997
C -1.6245 0.9421 0.0964
C -1.8753 1.5993 -1.0951
C -1.0168 1.5062 -2.1426
C 0.3270 -0.1213 -0.8230
C 0.0568 0.5785 -1.9885
C 1.4926 -1.5594 0.6469
H 1.4196 -2.0510 -1.3117
H 2.4901 0.0120 1.7030
H 2.5939 -0.6198 -0.9682
H -1.1092 2.1891 -3.0721
H -2.3739 1.1774 0.8478
H 0.8341 -2.3346 1.0953
H -2.7388 2.2922 -0.9893
H 0.8326 0.3882 -2.7330
*
```


Energy comparison, zero being the most stable, in kJ/mol: #w 0.0; #x 256.3.


#w
The following is a quantum chemistry calculation of a single C2H4Cl2N2 molecule, from the Open Molecules 2025 dataset.

Gap between HOMO and LUMO in eV: 10.395
SMILES: N/C(CCl)=N\Cl

The geometry in ORCA input format:
```
! wB97M-V def2-TZVPD RIJCOSX def2/J DEFGRID3
* xyz 0 1
Cl 3.4464 0.0505 -0.0546
Cl -2.0541 0.2390 -0.2415
N 0.7779 -0.8842 -1.0071
N 1.9079 0.9892 -0.0060
C -0.6405 1.3118 -0.4253
C 0.9526 0.3217 -0.4824
H 1.5789 -1.4220 -0.7293
H -0.6962 1.8018 0.5145
H -0.2010 -1.3312 -0.6705
H -0.5861 1.9443 -1.3083
*
```


#x
The following is a quantum chemistry calculation of 2 unconnected molecules or ions with the total composition C2H4Cl2N2, from the Open Molecules 2025 dataset.

Gap between HOMO and LUMO in eV: 8.340

The geometry in ORCA input format:
```
! wB97M-V def2-TZVPD RIJCOSX def2/J DEFGRID3
* xyz 0 1
Cl 1.5534 -1.1222 -0.3746
Cl 2.4807 2.4244 -1.6311
N -0.9743 -2.4599 0.3408
N -0.9827 0.9933 0.6210
C -0.3981 -0.1381 0.8180
C -0.4599 -1.3781 0.2473
H -0.7006 -3.2950 -0.2293
H -0.5035 1.7386 1.0478
H 1.5260 2.1511 -0.5700
H -1.5410 1.0858 -0.2700
*
```


Energy comparison, zero being the most stable, in kJ/mol: #w 0.0; #x 142.8.


#w
The following is a quantum chemistry calculation of a gas-phase ion, C2H6NS2 (charge +1), from the Open Molecules 2025 dataset.

Gap between HOMO and LUMO (spin up / spin down) in eV: 7.581 / 7.581

The geometry in ORCA input format:
```
! wB97M-V def2-TZVPD RIJCOSX def2/J DEFGRID3
* xyz 1 1
S 2.1317 -0.8361 -0.0523
S 2.3055 1.1413 -0.0665
N -0.7096 0.9236 -0.2038
C -0.6561 -0.5288 0.2500
C 0.5321 -1.2228 -0.0913
H -1.2926 1.6481 0.3043
H 0.4794 -2.2500 -0.1886
H 0.4166 1.2710 -0.0349
H -1.6808 -0.9543 -0.1144
H -0.8919 -0.4896 1.3837
H -0.6343 1.2976 -1.1861
*
```


#x
The following is a quantum chemistry calculation of 2 unconnected molecules or ions with the total composition C2H6NS2, from the Open Molecules 2025 dataset.

Gap between HOMO and LUMO in eV: 8.506

The geometry in ORCA input format:
```
! wB97M-V def2-TZVPD RIJCOSX def2/J DEFGRID3
* xyz 1 1
S -2.7914 0.2015 0.4148
S -1.9717 -0.3411 2.3056
N 0.2252 -0.4677 0.1731
C -1.6828 -1.0368 0.7642
C 0.2126 0.9027 -0.2979
H -0.6060 1.0422 -1.0055
H 0.4477 -1.1290 -0.5678
H -1.5975 -2.0589 0.4477
H 0.8193 -0.6139 0.9844
H 0.0860 1.5879 0.5392
H 1.1437 1.1519 -0.8104
*
```


Energy comparison, zero being the most stable, in kJ/mol: #w 6.5; #x 0.0.